{"formula": "H25O13", "method": "ωB97M-V/def2-TZVPD", "e_lumo_ev": 2.953, "molar_mass_g_mol": 233.187, "e_above_lowest_ev": 1.533, "charge": -1, "gap_ev": 10.41, "species": ["O", "O", "O", "H", "H", "O", "O", "H", "H", "H", "H", "H", "H", "O", "H", "H", "H", "H", "H", "H", "H", "H", "O", "O", "O", "O", "O", "H", "H", "H", "O", "O", "H", "H", "H", "H", "H", "H"], "xyz": [[0.30, -0.31, 0.24], [-3.12, -0.07, -2.36], [2.28, -2.11, 0.70], [-2.64, -0.64, 0.98], [-3.42, 0.21, -1.48], [-0.69, -1.98, 2.02], [-0.36, 2.57, 0.22], [-0.32, 1.63, 0.45], [1.56, -0.91, -1.15], [-1.37, -0.06, 0.47], [-0.05, -0.10, -2.36], [-0.18, -1.44, 1.40], [-0.82, 3.00, 0.92], [0.90, 3.13, -2.75], [-1.19, -0.18, 2.80], [1.84, 0.67, -0.05], [-0.98, -2.77, 1.56], [-2.18, 0.01, -2.18], [0.07, 0.09, -0.65], [1.74, -1.34, 0.73], [-0.73, -0.05, 4.22], [2.23, -0.20, -2.33], [1.48, 0.14, 2.64], [2.75, 0.94, -0.10], [-0.58, 0.69, -2.26], [-2.32, 0.18, 0.66], [1.66, -0.93, -2.08], [2.05, -2.60, 1.50], [1.01, 0.03, 1.82], [1.02, 0.86, 3.09], [-1.25, 0.40, 3.56], [-1.19, -2.31, -0.91], [-0.97, -3.19, -0.54], [1.41, 3.35, -2.01], [2.90, 1.81, -0.48], [-0.57, -1.69, -0.54], [0.61, 2.24, -2.59], [-0.88, 0.88, -3.14]], "lowdin_charge": [-0.43, -0.09, -0.05, 0.02, 0.03, -0.06, -0.04, -0.01, -0.04, -0.02, 0.03, -0.04, 0.02, -0.03, -0.02, -0.04, 0.04, -0.05, 0.00, -0.06, 0.03, 0.06, -0.06, -0.04, -0.05, -0.06, -0.04, 0.05, -0.05, 0.03, -0.07, -0.05, 0.05, -0.01, 0.03, -0.04, -0.03, 0.08]}

{"formula": "C5H6O", "method": "ωB97M-V/def2-TZVPD", "e_lumo_ev": 0.256, "molar_mass_g_mol": 82.102, "e_above_lowest_ev": 3.158, "gap_ev": 8.61, "species": ["H", "O", "H", "C", "C", "C", "H", "C", "C", "H", "H", "H"], "xyz": [[1.51, 1.12, -0.83], [0.05, -0.79, 2.76], [-0.46, -0.21, -1.73], [-0.49, 0.26, -0.74], [-0.20, -0.83, 0.26], [-0.07, -0.75, 1.61], [0.23, 2.19, -1.43], [0.48, 1.44, -0.67], [-0.05, -2.19, 0.07], [0.10, -2.82, 0.96], [0.43, 1.94, 0.31], [-1.52, 0.62, -0.58]], "lowdin_charge": [0.08, 0.20, 0.11, -0.22, -0.38, -0.12, 0.07, -0.11, 0.15, 0.03, 0.07, 0.11]}

{"formula": "C32H42BF5O4SSb2Tl", "method": "ωB97M-V/def2-TZVPD", "e_lumo_ev": -2.436, "molar_mass_g_mol": 1076.456, "e_above_lowest_ev": 0.000, "charge": 1, "gap_ev": 8.00, "species": ["B", "S", "C", "C", "H", "H", "C", "H", "C", "O", "C", "H", "C", "H", "C", "C", "H", "O", "H", "H", "C", "H", "F", "H", "H", "H", "C", "C", "H", "C", "C", "H", "F", "C", "H", "H", "H", "H", "H", "C", "C", "C", "C", "C", "H", "C", "H", "H", "Sb", "C", "H", "C", "H", "H", "H", "C", "H", "C", "H", "H", "F", "H", "O", "H", "C", "H", "C", "O", "H", "H", "H", "C", "H", "H", "H", "C", "H", "C", "H", "H", "Tl", "C", "F", "Sb", "H", "C", "F", "C"], "xyz": [[-0.35, -2.96, 1.58], [2.03, 0.55, -2.72], [-1.20, -6.06, 2.81], [-1.41, 4.47, 1.48], [-1.46, -6.48, 3.78], [-3.07, -3.87, 2.42], [2.16, -3.99, -2.53], [0.17, -3.00, 5.07], [2.75, -3.68, -1.33], [-0.89, -2.45, 2.72], [0.11, -3.09, -1.74], [-1.90, 3.08, -1.13], [-1.80, 3.65, 2.53], [1.41, -5.84, 3.10], [0.89, -5.02, 3.60], [-0.87, -3.25, 4.99], [-5.10, 4.45, 2.64], [-0.10, -4.29, 1.57], [-2.11, -5.94, 2.20], [-0.25, 1.67, -6.87], [2.14, 3.90, -1.25], [-0.86, 4.26, -1.97], [0.23, -3.93, -3.92], [2.47, -1.35, -4.09], [-2.94, -0.83, 3.62], [2.33, 2.85, -8.83], [0.67, -0.04, 3.73], [-0.45, -4.76, 2.92], [3.00, 4.14, -0.63], [-4.08, 4.42, 2.30], [0.01, 4.61, 1.03], [1.75, 4.83, -1.66], [4.03, -3.92, -1.12], [-3.71, 5.20, 1.23], [-3.09, -4.63, 4.01], [-1.11, -4.06, 5.65], [-2.29, 0.21, 4.93], [0.42, -0.21, 4.78], [0.96, -1.00, 3.32], [1.65, 2.68, -6.77], [2.78, 2.84, -5.96], [0.74, 1.21, -5.06], [1.86, 1.40, -4.30], [2.89, 2.21, -4.74], [0.15, 3.00, 3.14], [-2.59, 0.16, 3.88], [1.50, -4.13, 3.53], [3.77, 2.32, -4.12], [0.64, 2.90, -0.09], [1.59, 3.29, -8.15], [0.11, 5.45, 0.32], [0.67, -2.77, -0.52], [1.46, 0.68, 3.63], [-4.46, 5.81, 0.72], [2.49, 3.26, -2.05], [0.64, 1.85, -6.28], [-0.59, -6.79, 2.30], [2.01, -3.07, -0.32], [-0.04, 0.54, -4.72], [-2.07, 5.81, -0.04], [2.57, -2.75, 0.83], [1.79, 4.37, -8.12], [0.70, -0.08, -2.40], [-3.42, 3.03, 3.78], [-0.91, 3.23, -1.59], [-0.77, 2.53, -2.41], [-3.14, 3.63, 2.92], [-0.07, -2.14, 0.45], [-3.41, 0.87, 3.69], [0.63, 3.11, -8.63], [-3.23, -2.90, 3.89], [3.05, -0.82, -3.34], [3.27, -1.48, -2.51], [0.73, 4.76, 1.83], [-1.47, -2.40, 5.31], [-0.88, 2.75, 3.29], [-1.10, 2.77, 4.35], [-2.75, -3.76, 3.45], [3.62, 3.43, -6.29], [3.97, -0.46, -3.79], [-1.48, -0.01, -0.82], [0.83, -3.68, -2.76], [-1.19, -2.80, -1.91], [-0.99, 0.69, 2.62], [0.74, -5.30, 4.64], [-1.26, -3.57, 3.56], [2.87, -4.54, -3.49], [-2.39, 5.24, 0.82]], "lowdin_charge": [-0.80, 0.91, 0.00, -0.30, 0.11, 0.10, -0.16, 0.08, -0.16, 0.09, -0.15, 0.00, -0.31, 0.10, 0.00, 0.01, 0.10, 0.20, 0.09, 0.12, -0.32, 0.02, 0.14, 0.08, -0.03, 0.09, -0.29, -0.42, 0.01, -0.08, -0.34, 0.02, 0.15, -0.09, 0.10, 0.10, 0.03, 0.03, -0.01, -0.25, -0.03, -0.07, -0.41, -0.09, 0.03, -0.31, 0.10, 0.12, 1.27, -0.04, 0.07, -0.15, 0.00, 0.11, -0.05, -0.02, 0.10, -0.13, 0.11, 0.11, 0.16, 0.09, -0.69, 0.10, -0.35, -0.03, -0.06, 0.07, 0.00, 0.08, 0.08, -0.19, 0.04, 0.06, 0.09, -0.32, 0.07, 0.00, 0.12, 0.07, 0.90, -0.13, 0.07, 1.29, 0.10, -0.44, 0.16, -0.05]}

{"formula": "C3H6N2O", "method": "ωB97M-V/def2-TZVPD", "e_lumo_ev": 1.007, "molar_mass_g_mol": 86.094, "e_above_lowest_ev": 1.653, "gap_ev": 9.50, "smiles": "c1c[nH]cn1.O", "species": ["H", "H", "C", "C", "O", "C", "H", "N", "N", "H", "H", "H"], "xyz": [[-1.78, -0.34, 0.18], [-0.61, 3.24, -1.01], [1.35, -0.25, 0.82], [-0.72, -0.57, 0.32], [-1.22, 2.51, -0.99], [-0.12, -1.72, -0.11], [-2.03, 3.03, -1.15], [1.27, -1.38, 0.00], [0.13, 0.30, 0.90], [2.26, -0.02, 1.38], [-0.50, -2.66, -0.38], [1.96, -2.11, 0.04]], "lowdin_charge": [0.10, 0.02, -0.17, -0.22, -0.06, -0.08, 0.04, 0.03, 0.03, 0.11, 0.08, 0.12]}